(1)
87
Properties=species:S:1:pos:R:3:forces:R:3 method="wB97M-V/def2-TZVPD" homo_ev=-7.742 total_energy_ev=-120962.5156 e_above_lowest_ev=0.617 molar_mass_g_mol=788.74
Ti 0.807252 0.804829 0.253233 0.33 -0.23 1.07
O -0.091657 0.058045 4.546096 -0.02 -0.02 0.00
C -1.414116 0.307557 4.452749 0.02 0.03 -0.03
C -2.204461 -0.090254 5.530154 -0.04 -0.02 0.06
C -3.565078 0.139956 5.525287 0.02 0.01 -0.03
C -4.173971 0.775528 4.444189 -0.01 0.00 0.02
C -3.397597 1.176297 3.377464 0.00 0.00 0.00
C -2.017987 0.954709 3.363270 0.03 -0.10 0.02
C -1.241604 1.359428 2.186908 0.18 0.01 -0.08
O -0.042187 0.833622 2.020525 -0.23 0.12 0.32
N -1.701899 2.216375 1.335638 -0.12 0.11 -0.13
N -0.760731 2.350398 0.331769 0.16 0.06 -0.28
C -0.811628 3.431700 -0.353578 0.03 0.09 -0.09
C 0.230701 3.810136 -1.286937 -0.12 -0.09 0.19
C -0.002246 4.814688 -2.233826 -0.09 0.01 0.03
C 0.983922 5.213104 -3.105849 0.15 -0.05 -0.02
C 2.247653 4.617632 -3.020675 -0.16 0.10 -0.04
C 2.506839 3.651995 -2.074340 0.11 -0.13 0.08
C 1.506791 3.228258 -1.192635 0.07 0.09 -0.11
O 1.784097 2.293713 -0.286134 0.01 0.11 -0.08
H 0.342612 0.314869 3.711828 0.01 -0.01 -0.02
H -1.717354 -0.582606 6.361877 -0.01 0.01 -0.01
H -4.160879 -0.181634 6.370453 0.00 0.00 -0.01
H -5.241740 0.947872 4.438174 0.01 0.00 0.00
H -3.838610 1.664224 2.518254 0.00 0.00 0.01
H -1.642485 4.111714 -0.172309 0.00 0.01 -0.02
H -0.986256 5.268539 -2.275480 0.01 0.00 0.00
H 0.787002 5.977368 -3.844999 0.00 0.00 0.00
H 3.030856 4.918752 -3.704773 0.00 -0.01 0.01
H 3.476384 3.176316 -2.005886 0.00 0.03 -0.02
O 1.810905 -0.865336 0.057170 -0.40 -0.12 -0.55
N 1.929208 -1.669410 1.113307 0.24 0.08 0.10
C 1.523564 -2.948300 0.988974 0.07 0.13 -0.04
C 1.727903 -3.806076 2.031831 -0.03 -0.08 0.08
C 2.335486 -3.319740 3.196571 0.01 -0.04 0.02
C 2.698294 -2.000328 3.302114 -0.01 0.01 -0.01
C 2.468783 -1.116034 2.235655 -0.02 0.17 -0.11
S 2.739249 0.566597 2.188172 -0.01 -0.02 0.00
H 1.050813 -3.178341 0.040176 0.04 0.00 0.00
H 1.404396 -4.832947 1.948366 0.00 0.01 -0.01
H 2.503753 -3.987603 4.031822 -0.01 0.02 -0.01
H 3.133307 -1.601638 4.206227 0.00 0.01 0.00
C -3.914304 -2.896671 1.093311 0.00 -0.05 -0.02
C -3.151984 -3.593896 -0.017767 0.04 0.05 -0.04
C -1.891011 -4.272209 0.481432 -0.04 -0.02 0.00
O -2.934915 -2.646711 -1.097665 -0.03 0.03 0.10
P -1.643203 -1.786372 -1.489403 0.13 -0.13 -0.05
S -0.221979 -2.816066 -2.332059 -0.03 0.11 0.07
S -1.180151 -0.751064 0.214639 -0.30 -0.27 -0.26
O -2.277876 -0.807039 -2.573531 -0.08 0.03 0.03
C -3.571402 -0.149341 -2.596327 0.00 -0.03 -0.03
C -4.001341 0.446451 -1.267603 0.06 -0.01 0.00
C -4.612094 -1.084924 -3.183588 0.01 0.01 -0.01
H -4.156225 -3.613470 1.880529 -0.01 0.00 -0.01
H -4.845409 -2.475608 0.712861 0.00 0.03 0.01
H -3.308550 -2.098657 1.523641 -0.02 0.02 0.01
H -3.786021 -4.350631 -0.483115 -0.04 0.01 0.00
H -1.257000 -3.567072 1.020357 0.02 -0.01 -0.03
H -1.333201 -4.711986 -0.343644 0.04 0.02 0.02
H -2.185982 -5.066406 1.170596 0.01 0.02 0.01
H -3.403956 0.664581 -3.307191 0.02 0.01 0.02
H -4.180915 -0.329191 -0.524590 -0.01 -0.03 0.01
H -4.931303 0.998623 -1.420832 0.02 -0.01 -0.02
H -3.252328 1.125931 -0.862604 0.02 0.02 0.00
H -4.849923 -1.887962 -2.487615 0.00 0.01 -0.01
H -4.245060 -1.522480 -4.111969 -0.01 0.00 0.01
H -5.520325 -0.518654 -3.398312 -0.02 -0.03 0.00
N 1.830298 0.052803 -2.472777 -0.10 -0.01 -0.02
C 1.811615 0.192192 -3.798866 0.00 0.03 -0.05
C 0.640508 0.843611 -4.128475 0.02 0.02 -0.01
C 0.003785 1.058730 -2.906775 -0.15 -0.08 0.06
N 0.724433 0.557715 -1.908275 0.10 0.08 -0.17
H 2.539632 -0.350121 -1.874409 0.14 0.07 0.06
H 2.615526 -0.179782 -4.411046 -0.01 -0.01 0.03
H 0.292792 1.112193 -5.109945 0.00 -0.01 0.02
H -0.941677 1.531037 -2.703288 -0.01 -0.03 0.01
C 7.272277 0.404522 -0.524146 0.00 0.02 0.01
C 6.474042 1.491557 -0.205407 0.00 -0.02 -0.01
C 5.111820 1.409540 -0.452295 -0.03 -0.03 0.11
N 4.530659 0.336803 -0.982999 0.00 -0.15 -0.22
C 5.306740 -0.703626 -1.281087 0.05 0.02 0.05
C 6.677409 -0.720833 -1.071584 0.01 0.00 0.02
H 8.339236 0.430616 -0.342834 -0.01 0.00 0.00
H 6.892790 2.386098 0.235167 -0.01 0.00 0.00
H 4.449270 2.225453 -0.186418 -0.01 -0.01 -0.01
H 4.808974 -1.575729 -1.697277 0.01 0.03 -0.01
H 7.259044 -1.595930 -1.327651 -0.01 0.00 0.00

---

(2)
45
Properties=species:S:1:pos:R:3:forces:R:3 method="wB97M-V/def2-TZVPD" total_charge=+1 homo_ev="-11.466 / -11.450" total_energy_ev=-50735.1540 spin_multiplicity=5 molar_mass_g_mol=463.41 s_squared=6.050
Rh -0.609438 -1.219230 2.169774 -0.15 0.58 0.41
C -2.820949 -0.608127 0.117380 -0.04 -0.03 0.06
C -1.343165 -0.349988 0.067983 0.13 -0.14 -0.05
N -0.516253 -1.354575 -0.058743 -0.04 0.42 -0.66
N 0.740051 -1.039000 -0.552099 -0.32 -0.31 0.16
C 1.732173 -1.245232 0.222233 0.08 0.02 -0.28
S 1.563746 -1.592975 1.930705 0.70 -0.23 0.26
S 3.378727 -1.150686 -0.357532 -0.03 -0.01 0.19
C 3.149088 -1.045340 -2.149744 0.03 0.02 -0.08
C 2.582822 0.244957 -2.679555 -0.03 0.08 -0.02
C 1.477641 0.228064 -3.524068 0.10 -0.07 0.00
C 1.011466 1.400153 -4.100699 -0.04 0.04 -0.03
C 1.630201 2.610025 -3.815843 -0.01 -0.02 -0.03
C 2.720493 2.637553 -2.956947 0.00 0.00 -0.01
C 3.198086 1.460748 -2.400826 -0.02 0.02 0.06
C -0.859729 1.061129 0.005678 -0.07 0.03 0.12
C -0.840997 1.796117 -1.145057 -0.01 -0.06 -0.01
C -0.397552 3.127640 -1.129717 0.00 0.00 -0.01
C 0.000970 3.748886 0.064360 0.01 0.01 0.01
C -0.028113 3.053815 1.237095 0.03 -0.02 0.02
C -0.439249 1.673594 1.255250 0.04 0.11 -0.01
O -0.424325 1.037158 2.347665 -0.14 -0.33 -0.20
H -3.015541 -1.673203 0.009893 -0.01 -0.01 0.03
H -3.290434 -0.232784 1.030550 0.06 0.06 -0.01
H -3.293523 -0.070156 -0.707704 -0.01 -0.04 -0.04
H 4.172189 -1.176387 -2.510372 -0.02 -0.02 -0.03
H 2.572058 -1.902559 -2.491789 -0.06 0.00 0.08
H 0.999347 -0.717450 -3.750135 -0.02 0.01 0.00
H 0.176132 1.365300 -4.789867 0.00 0.01 0.02
H 1.280163 3.524452 -4.277900 0.00 0.00 -0.02
H 3.218974 3.573517 -2.742933 0.01 0.02 0.01
H 4.063811 1.491304 -1.749929 0.00 -0.03 0.02
H -1.146929 1.353158 -2.082779 0.00 -0.04 -0.02
H -0.365452 3.679455 -2.058125 -0.01 0.01 0.00
H 0.329471 4.778413 0.040032 0.01 0.01 0.04
H 0.272654 3.484078 2.182320 0.00 0.04 -0.01
C -2.809893 -4.128934 4.842029 0.00 -0.02 0.03
C -1.652972 -3.391118 4.220598 0.02 -0.02 -0.08
O -2.124121 -2.532542 3.129768 -0.08 -0.04 0.15
H -2.445369 -4.781330 5.634577 0.02 -0.01 0.01
H -3.325248 -4.742069 4.104354 0.00 0.00 -0.02
H -3.524373 -3.438788 5.295761 0.00 0.02 -0.01
H -0.941853 -4.067508 3.749804 -0.02 0.01 0.00
H -1.121989 -2.773095 4.947426 -0.04 -0.01 0.00
H -2.932796 -2.096445 3.427129 -0.04 -0.05 -0.06